No. 1
# C3HN2O5

The ion C3HN2O5 with charge -1 (ωB97M-V/def2-TZVPD, OMol25).

The calculation puts the highest occupied orbital energy at -5.39 eV. The energy above the lowest of the compared OMol25 structures with the same formula, charge and spin is 0.0 kJ/mol. The LUMO energy comes out at 0.1399 hartree. As for the charge: -1. Its multiplicity is 1.

Cartesian coordinates (Å):
C: 0.410313 0.324993 0.031364
C: -0.584854 1.244939 -0.473097
C: 1.932116 -0.319907 -0.470664
N: -1.833970 -0.155597 0.831476
N: -0.138007 -0.562882 0.782862
O: 2.796176 0.039654 0.246050
O: 0.098460 -1.562929 1.453411
O: -0.523392 2.122100 -1.293297
O: 1.759346 -0.895212 -1.486760
O: -1.826882 0.880303 -0.073754
H: -2.089305 -1.115462 0.452411

Atoms 1-6, force components in eV/Å:
0.7 -1.8 1.0
0.0 -0.1 -1.9
-1.7 2.4 0.2
2.4 -1.7 1.2
-3.1 0.8 0.9
2.7 0.5 2.1

No. 2
# C4H12N3

A cluster of 2 separate species, C4H12N3 in total (ωB97M-V/def2-TZVPD, OMol25).

The calculation puts the highest occupied orbital energy (spin up / spin down) at -14.28 / -13.78 eV. The energy above the lowest of the compared OMol25 structures with the same formula, charge and spin is 567.8 kJ/mol. The LUMO energy (spin up / spin down) comes out at -0.1724 / -0.2514 hartree. As for the charge: +1. Its multiplicity is 1.

Cartesian coordinates (Å):
C: -2.770744 -0.488108 0.502251
C: -0.282737 1.728594 0.260093
C: 3.012049 0.163173 -0.515727
C: -1.242048 -0.621441 0.323968
N: 2.061507 -0.777829 -0.139620
N: -0.382894 0.293533 -0.053225
N: -0.844803 -1.963784 0.415662
H: -2.999907 0.596098 0.167341
H: -3.349773 -1.314711 -0.051343
H: -3.113766 -0.498041 1.618106
H: -0.929559 2.300929 -0.305118
H: 0.684209 1.958635 -0.251973
H: -0.174914 1.895437 1.369455
H: 3.945227 0.254480 0.050701
H: 2.451300 1.184910 -0.319364
H: 3.307340 0.019605 -1.572168
H: -1.534405 -2.635272 0.757677
H: 1.820517 -0.828125 0.855978
H: 0.134966 -2.262863 0.312562

Atoms 1-6, force components in eV/Å:
-0.7 2.0 0.7
3.4 -2.5 1.2
-0.3 1.9 -0.4
0.6 -3.8 0.1
-1.5 -1.1 0.3
-1.4 0.1 0.7

No. 3
# C25H41N5O5PPtS2

A structure of composition C25H41N5O5PPtS2 (ωB97M-V/def2-TZVPD, OMol25).

The calculation puts the highest occupied orbital energy (spin up / spin down) at -7.19 / -7.18 eV. The energy above the lowest of the compared OMol25 structures with the same formula, charge and spin is 146.9 kJ/mol. The LUMO energy (spin up / spin down) comes out at 0.0013 / -0.0814 hartree. Its multiplicity is 2.

Cartesian coordinates (Å):
Pt: -0.063784 0.198969 0.551309
O: -1.513110 -0.563919 -0.993411
N: -2.532918 -1.323516 -0.608527
C: -2.441429 -2.076564 0.491920
C: -3.514048 -2.856924 0.876051
C: -4.659028 -2.877117 0.100497
C: -4.709828 -2.101404 -1.051264
C: -3.628331 -1.322378 -1.389415
H: -1.518626 -2.011878 1.051540
H: -3.408285 -3.427058 1.786842
H: -5.506656 -3.485220 0.386097
H: -5.581699 -2.087534 -1.688653
H: -3.571172 -0.675907 -2.251441
O: -1.625923 -2.357710 3.247460
S: -0.857689 -1.555450 4.265673
C: 0.604116 -2.562384 4.691411
C: 0.393128 -3.182579 6.070947
C: -1.118039 -3.317017 6.260218
C: -1.667623 -1.963445 5.842276
H: 1.488262 -1.939450 4.580403
H: 0.607591 -3.309940 3.897253
H: 0.796283 -2.523644 6.843937
H: 0.913435 -4.137221 6.154477
H: -1.388858 -3.569286 7.285956
H: -1.515312 -4.093371 5.602874
H: -1.398244 -1.188089 6.565254
H: -2.738206 -1.921036 5.651924
S: -0.424571 -2.267327 -2.373417
C: -1.335078 -1.714728 -3.641692
N: -1.972537 -1.316007 -4.526726
C: 1.781860 2.670282 1.420270
O: 1.841052 1.581145 2.325902
C: 1.241998 0.396579 1.997487
O: 1.510337 -0.534575 2.724708
H: 1.536854 3.567993 1.989470
H: 1.034960 2.501984 0.642527
H: 2.762180 2.796883 0.960038
C: 5.048866 0.770983 -2.671736
N: 3.748470 1.244226 -2.252941
C: 3.722282 2.616316 -1.781854
P: 2.327545 0.401627 -2.309988
O: 1.688815 0.313561 -0.966827
N: 2.763949 -1.063932 -2.923145
C: 2.657388 -1.463513 -4.308977
C: 3.366697 -2.048007 -2.040241
N: 1.391528 1.222114 -3.385920
C: -0.031089 1.467086 -3.175659
C: 1.943156 1.879687 -4.555547
H: 5.753242 0.762555 -1.834079
H: 5.462835 1.421199 -3.451633
H: 4.977499 -0.236914 -3.071467
H: 4.372699 2.743395 -0.911805
H: 2.711033 2.893981 -1.491133
H: 4.059579 3.303001 -2.566704
H: 2.076151 -0.740085 -4.873973
H: 2.149742 -2.429184 -4.381625
H: 3.645165 -1.564711 -4.774304
H: 3.404999 -1.667419 -1.020888
H: 4.383516 -2.295626 -2.364464
H: 2.777705 -2.969015 -2.037224
H: -0.369099 0.997410 -2.256937
H: -0.618515 1.072138 -4.008120
H: -0.215805 2.543104 -3.096746
H: 3.021300 1.736996 -4.606787
H: 1.739986 2.955032 -4.519018
H: 1.497874 1.485938 -5.474853
C: -1.518133 0.919746 1.824362
C: -2.211106 2.073112 1.154739
C: -1.664911 3.359947 1.201152
C: -2.266332 4.428337 0.554340
C: -3.452014 4.248583 -0.144997
C: -4.041312 2.993393 -0.153959
C: -3.432775 1.928978 0.496007
H: -1.045826 1.271140 2.742274
H: -2.230639 0.141174 2.110995
H: -0.748620 3.516729 1.757138
H: -1.812476 5.410818 0.605575
H: -3.925194 5.081359 -0.649188
H: -4.991017 2.845654 -0.655724
H: -3.938221 0.977930 0.531708

Atoms 1-6, force components in eV/Å:
0.1 0.3 -0.3
0.1 0.2 -0.2
-0.2 0.2 0.1
0.0 -0.1 0.1
0.1 0.0 0.0
0.0 0.0 0.0

No. 4
# C7H12N

The ion C7H12N with charge +1 (ωB97M-V/def2-TZVPD, OMol25).

The calculation puts the highest occupied orbital energy at -13.05 eV. The energy above the lowest of the compared OMol25 structures with the same formula, charge and spin is 269.5 kJ/mol. The LUMO energy comes out at -0.1256 hartree. As for the charge: +1. Its multiplicity is 1.

Cartesian coordinates (Å):
C: 2.195317 0.884532 -0.077551
C: -0.019993 -0.428529 0.366387
C: 0.790302 0.665984 0.305284
C: 3.010033 -0.113793 -0.470816
C: -0.396294 1.641206 0.395983
C: -0.208394 -1.878641 0.312215
C: -2.245728 0.050429 -0.751282
N: -1.267807 0.385526 0.452965
H: 2.538429 1.829136 0.171308
H: 2.815544 -1.124012 -0.480009
H: 4.035962 0.077678 -0.580432
H: -0.516379 2.176972 1.249856
H: -0.591719 2.339017 -0.377265
H: -1.274111 -2.093958 0.661927
H: 0.415568 -2.432420 0.896323
H: -0.178031 -2.208945 -0.686590
H: -3.078194 -0.521320 -0.197933
H: -2.601796 0.965876 -1.136252
H: -1.697478 -0.553123 -1.416063
H: -1.725235 0.338379 1.361948

Atoms 1-6, force components in eV/Å:
-0.9 -2.8 0.5
0.1 2.0 0.6
-0.5 -1.0 -1.2
-0.5 2.7 1.2
1.0 -2.5 -1.3
-3.0 1.1 0.0

No. 5
# C3H11N5

A cluster of 2 separate species, C3H11N5 in total (ωB97M-V/def2-TZVPD, OMol25).

The calculation puts the highest occupied orbital energy (spin up / spin down) at -12.92 / -12.35 eV. The LUMO energy (spin up / spin down) comes out at -0.1340 / -0.3248 hartree. As for the charge: +1. Its multiplicity is 2.

Cartesian coordinates (Å):
C: -0.112055 -0.766038 -2.545248
N: -0.820824 1.490311 -1.125160
C: -1.674666 0.850705 -2.027590
N: -1.430741 -0.178890 -2.765576
H: 0.128135 -1.414899 -3.434788
H: -0.148156 -1.449883 -1.685878
H: 0.712549 -0.061665 -2.429376
H: -1.297293 2.075941 -0.483157
H: -0.223279 0.891261 -0.617784
H: -2.607040 1.329087 -1.949991
N: 2.060681 -0.113525 2.120303
C: 0.676624 -0.101021 2.110203
N: -0.007375 -0.964837 1.277196
N: -0.113930 0.722597 2.761060
H: 2.412734 0.226782 3.019732
H: 2.481084 -1.012132 1.956084
H: 0.470814 -1.824906 0.912614
H: -0.980198 -1.024509 1.482067
H: 0.472940 1.325614 3.425289

Atoms 1-6, force components in eV/Å:
0.2 -0.5 -2.3
-1.9 -2.3 -1.5
1.4 2.3 1.8
1.2 -1.2 1.1
-0.3 0.5 0.9
-0.3 0.1 0.1

Values for max |F|, eV/A, ordered as above
3.48; 4.41; 0.50; 4.45; 3.39